{"formula": "C41H67F15O31", "method": "the ωB97M-V functional and the def2-TZVPD basis", "lumo_ev": 0.43, "molar_mass_g_mol": 1340.93, "largest_force_ha_per_bohr": 0.100, "multiplicity": 1, "gap_ev": 10.932, "species": ["C", "C", "O", "C", "O", "C", "F", "F", "F", "H", "H", "H", "H", "H", "C", "C", "O", "C", "O", "C", "F", "F", "F", "H", "H", "H", "H", "H", "C", "C", "O", "C", "O", "C", "F", "F", "F", "H", "H", "H", "H", "H", "C", "C", "O", "C", "O", "C", "F", "F", "F", "H", "H", "H", "H", "H", "C", "C", "O", "C", "O", "C", "F", "F", "F", "H", "H", "H", "H", "H", "C", "O", "C", "O", "O", "C", "H", "H", "H", "H", "H", "H", "C", "O", "C", "O", "O", "C", "H", "H", "H", "H", "H", "H", "C", "O", "C", "O", "O", "C", "H", "H", "H", "H", "H", "H", "C", "O", "C", "O", "O", "C", "H", "H", "H", "H", "H", "H", "C", "O", "C", "O", "O", "C", "H", "H", "H", "H", "H", "H", "C", "O", "C", "O", "O", "C", "H", "H", "H", "H", "H", "H", "C", "O", "C", "O", "O", "C", "H", "H", "H", "H", "H", "H"], "coordinates": [[4.367, -5.028, 4.141], [4.151, -3.876, 3.199], [4.179, -4.424, 1.858], [4.174, -3.549, 0.855], [3.960, -2.407, 0.907], [4.562, -4.319, -0.467], [4.741, -3.496, -1.487], [5.644, -5.023, -0.246], [3.544, -5.128, -0.793], [3.506, -5.680, 4.232], [4.528, -4.625, 5.097], [5.225, -5.556, 3.801], [4.970, -3.180, 3.208], [3.197, -3.312, 3.308], [-1.049, -4.066, -0.143], [0.177, -4.838, 0.268], [0.236, -5.196, 1.693], [0.388, -4.139, 2.398], [0.636, -2.964, 2.032], [0.235, -4.336, 3.968], [0.966, -5.399, 4.361], [0.607, -3.313, 4.721], [-1.091, -4.529, 4.281], [-0.843, -2.996, 0.100], [-2.018, -4.355, 0.241], [-1.072, -4.047, -1.261], [1.142, -4.290, 0.037], [0.333, -5.909, -0.112], [-1.535, 0.202, -4.394], [-0.409, 1.001, -3.797], [0.785, 0.712, -4.591], [1.725, 1.620, -4.547], [1.691, 2.671, -3.927], [2.940, 1.371, -5.508], [4.006, 0.928, -4.798], [2.654, 0.518, -6.447], [3.235, 2.558, -6.089], [-2.406, 0.475, -3.793], [-1.385, -0.879, -4.294], [-1.716, 0.564, -5.424], [-0.169, 0.742, -2.779], [-0.570, 2.103, -3.892], [3.914, 3.063, -0.912], [3.378, 4.478, -0.691], [2.490, 4.943, -1.778], [1.241, 4.507, -1.663], [0.689, 3.782, -0.890], [0.414, 5.343, -2.729], [-0.566, 4.644, -3.271], [-0.215, 6.325, -2.047], [1.092, 5.916, -3.700], [3.080, 2.368, -0.773], [4.721, 2.828, -0.205], [4.246, 2.977, -1.939], [4.163, 5.264, -0.801], [2.874, 4.685, 0.229], [-2.572, -0.698, 2.241], [-1.492, -1.030, 3.263], [-1.488, -0.177, 4.420], [-0.444, 0.481, 4.792], [0.711, 0.461, 4.317], [-0.707, 1.390, 6.043], [-0.053, 2.556, 5.959], [-2.003, 1.685, 6.305], [-0.217, 0.688, 7.128], [-2.343, 0.272, 1.854], [-3.578, -0.550, 2.685], [-2.504, -1.394, 1.448], [-0.547, -0.995, 2.759], [-1.607, -2.027, 3.735], [-4.151, 5.770, 0.494], [-4.194, 5.672, 1.920], [-4.041, 4.432, 2.383], [-4.019, 3.401, 1.744], [-3.857, 4.535, 3.696], [-3.709, 3.288, 4.324], [-4.329, 6.810, 0.401], [-4.953, 5.178, 0.017], [-3.160, 5.505, 0.113], [-4.620, 2.692, 4.172], [-3.513, 3.446, 5.365], [-2.868, 2.781, 3.880], [-3.686, -5.511, -3.788], [-4.243, -4.569, -2.761], [-3.625, -3.371, -2.684], [-2.531, -3.090, -3.103], [-4.488, -2.656, -1.914], [-4.033, -1.322, -1.711], [-3.258, -4.977, -4.582], [-4.575, -6.133, -4.016], [-2.879, -6.070, -3.260], [-3.141, -1.276, -1.075], [-4.833, -0.793, -1.212], [-3.804, -0.844, -2.644], [3.338, 0.642, 6.090], [3.152, -0.765, 5.778], [3.284, -1.544, 6.834], [3.732, -1.274, 7.928], [2.843, -2.784, 6.448], [3.108, -3.714, 7.465], [4.441, 0.879, 6.156], [2.906, 0.915, 7.035], [2.827, 1.227, 5.311], [2.753, -3.301, 8.412], [4.210, -3.882, 7.614], [2.603, -4.635, 7.140], [0.528, 3.848, 2.461], [-0.329, 4.680, 3.313], [-0.760, 5.754, 2.752], [-0.623, 6.110, 1.595], [-1.455, 6.403, 3.670], [-1.849, 7.766, 3.367], [0.841, 3.026, 3.079], [1.326, 4.463, 2.151], [-0.006, 3.425, 1.609], [-2.934, 7.748, 3.313], [-1.369, 8.091, 2.424], [-1.550, 8.370, 4.153], [-1.977, 2.118, -0.897], [-1.124, 1.649, 0.196], [-0.300, 0.674, -0.041], [-0.392, -0.222, -0.888], [0.696, 0.828, 0.867], [1.781, -0.158, 0.816], [-2.562, 2.988, -0.579], [-2.678, 1.320, -1.186], [-1.343, 2.413, -1.737], [1.526, -0.881, 0.033], [1.989, -0.647, 1.777], [2.649, 0.350, 0.379], [-4.984, 2.653, -7.316], [-3.935, 1.698, -7.500], [-2.688, 2.128, -7.454], [-2.324, 3.072, -6.859], [-1.891, 1.239, -8.172], [-0.513, 1.561, -8.166], [-4.651, 3.398, -6.552], [-5.796, 2.071, -6.877], [-5.253, 3.043, -8.276], [-0.197, 1.782, -9.195], [0.112, 0.676, -7.914], [-0.387, 2.405, -7.451], [1.013, -7.022, -3.997], [1.269, -6.012, -2.980], [1.441, -4.728, -3.375], [1.664, -4.418, -4.539], [1.285, -3.941, -2.340], [1.333, -2.516, -2.613], [1.489, -7.909, -3.672], [1.411, -6.623, -4.909], [-0.066, -7.038, -4.056], [0.812, -2.415, -3.575], [2.395, -2.265, -2.709], [0.768, -2.014, -1.793]], "forces_ev_per_angstrom": [[-0.959, 0.420, -0.769], [-1.049, 0.256, -0.520], [-0.062, -0.225, -0.611], [0.767, -3.156, -0.381], [-0.527, 3.016, 0.070], [-1.443, 0.739, 1.028], [0.294, 0.308, -0.136], [0.833, -0.609, -0.276], [0.044, -0.433, -0.062], [-0.081, -0.154, -0.303], [0.440, 0.481, 1.392], [0.712, -0.662, -0.064], [0.317, 0.490, 0.424], [0.630, -0.389, 0.232], [0.938, 1.541, -1.196], [1.950, -2.484, -0.980], [-0.557, 0.533, 0.052], [0.948, 4.698, 1.887], [-0.643, -3.435, 0.623], [-0.671, -0.601, -0.040], [-0.538, 0.072, -0.082], [0.271, 0.160, -0.750], [0.974, -0.376, -0.501], [-0.470, -0.712, 0.039], [-0.001, -0.423, 0.219], [-0.122, -0.321, 0.824], [-1.390, -0.540, 0.201], [-0.690, 1.796, -0.279], [-0.203, 0.573, 0.174], [0.276, 0.907, -0.727], [0.554, -0.229, -0.225], [0.111, 1.870, 0.331], [0.189, -1.371, -0.383], [-0.385, 1.065, 1.151], [-0.432, 0.349, -0.506], [-0.001, -0.906, -0.811], [0.227, -0.778, 0.404], [-0.162, -0.149, -0.149], [-0.019, 0.273, -0.301], [0.078, -0.613, 0.443], [-0.091, -0.078, 0.191], [-0.065, -0.870, 0.187], [-0.950, 0.474, 0.323], [1.456, 1.440, -1.350], [-0.312, -1.516, 1.338], [-0.562, 1.522, -1.721], [0.777, -0.063, -0.076], [-0.693, 0.092, 0.923], [-0.397, -1.021, -0.396], [0.288, 0.299, 0.369], [0.660, -0.061, -0.200], [0.226, -0.094, 0.056], [-0.233, 0.123, -0.243], [0.286, -0.055, -0.139], [-0.227, -0.892, 0.337], [-0.386, -0.351, 0.660], [-0.290, 1.301, 2.151], [-0.219, -1.526, 0.062], [-1.145, 0.699, 0.153], [3.712, 0.804, -1.052], [-3.396, 0.039, 1.196], [0.027, -0.309, 0.992], [-0.164, -0.770, -0.075], [0.900, -0.542, -0.363], [-0.474, 0.819, -0.963], [0.246, 0.722, -0.520], [0.442, -0.737, -0.293], [-0.281, -0.886, -0.729], [0.679, 0.064, 0.076], [-0.060, 0.398, -0.639], [-0.228, -0.393, 0.046], [0.068, -0.896, -0.105], [0.433, 0.022, 0.141], [-0.119, 0.683, 0.095], [-0.393, 0.431, -0.237], [-0.331, -0.860, -0.072], [-0.123, 0.934, -0.835], [0.447, 0.224, 0.267], [-0.198, -0.019, 0.083], [0.307, 0.020, 0.180], [-0.048, 0.282, 0.421], [0.280, -0.401, -0.089], [-0.814, -0.412, 3.154], [0.981, -0.327, -1.759], [-1.137, -1.524, 1.209], [-0.755, 0.387, -0.004], [1.393, 0.444, -0.821], [0.136, 0.311, 0.856], [0.262, 0.704, -1.233], [0.914, 0.289, -0.167], [-0.679, 0.092, -0.577], [-0.050, -0.198, -0.146], [-0.220, 0.034, 0.046], [0.075, 0.203, -0.536], [1.164, 0.466, -0.676], [-0.120, 1.218, 0.498], [0.052, -0.951, -0.087], [-0.480, -0.018, -1.056], [0.811, 1.518, 0.240], [0.606, -1.029, 0.712], [-1.162, -0.285, -0.269], [-0.291, -0.230, 0.486], [0.413, -0.499, 0.128], [-0.219, -0.527, -0.047], [-0.919, 0.047, -0.369], [0.215, 0.252, 0.446], [-1.409, -0.260, 0.451], [1.234, -2.436, -0.026], [-1.041, 1.595, -1.340], [0.303, -0.362, 0.506], [-0.130, 1.272, 0.538], [-0.359, -1.650, -1.910], [0.263, -0.167, 0.385], [1.032, 0.455, -0.491], [-0.097, 0.382, 0.057], [-0.043, 0.202, -0.278], [-0.487, -0.194, 0.477], [0.685, 1.063, 1.629], [-0.083, -0.573, -0.138], [-1.482, 1.440, -0.617], [1.366, -1.417, -0.130], [-0.026, 1.552, 1.317], [0.108, -1.213, -0.329], [-0.175, 0.098, -1.357], [0.434, -0.342, 0.442], [0.318, 0.195, 0.053], [-0.141, -0.110, 0.231], [-0.081, -0.194, 0.606], [-0.361, 0.517, -0.272], [0.000, 0.089, 0.661], [0.548, -0.213, 1.899], [-0.216, -0.845, -0.823], [0.254, -2.439, -1.437], [1.033, 1.911, 0.921], [-1.517, 0.741, 0.946], [1.033, 0.084, 0.146], [-0.387, -0.276, -0.956], [-0.079, 0.183, -0.234], [-0.169, 0.514, -0.340], [-0.249, 0.490, 0.312], [-0.725, 0.446, 0.374], [0.504, -0.609, -0.741], [-0.205, 2.449, 0.371], [0.127, 0.333, 0.649], [-0.023, -1.283, -2.170], [-0.238, 0.115, 1.540], [-0.029, 0.211, 0.577], [-0.508, -0.538, -0.338], [0.211, -0.907, 0.246], [0.252, -0.249, -0.642], [-0.258, -0.695, -0.191], [0.277, 0.569, 0.319], [-0.356, 0.430, 0.144], [0.721, -0.357, -0.657]]}